The molecule C5H9NO, computed with ωB97M-V/def2-TZVPD.

```
16
C5H9NO | the OMol25 dataset | ωB97M-V/def2-TZVPD
H 1.10552 -1.32042 1.25628
C 0.90640 0.32100 -1.05741
H -0.86591 1.13383 1.83100
H 2.36101 -1.27896 -1.11337
H -1.96326 0.91368 -0.82925
H -0.03893 2.15120 0.64001
C 0.59008 -1.25044 0.29154
C -0.15519 0.09561 0.04136
H -0.00947 -2.15232 0.12524
H 0.90854 1.08156 1.67854
H -2.24347 -0.39416 0.33527
O 1.19000 1.23429 -1.79081
C -1.58352 -0.04853 -0.46962
N 1.46449 -0.90944 -0.82988
C -0.03158 1.16428 1.12251
H -1.64129 -0.76850 -1.29344
```

Its HOMO-LUMO gap is 0.3841 hartree. The relative energy (zero: lowest compared OMol25 entry of this formula, charge and spin) comes out at 16.8 kcal per mole. The spin multiplicity is 1. Its SMILES is CC1(C)CNC1=O.

Formally, the Löwdin partial charges of the atoms, in units of the elementary charge, are as follows: atom 1 (H): 0.114, atom 2 (C): -0.466, atom 3 (H): 0.082, atom 4 (H): 0.142, atom 5 (H): 0.090, atom 6 (H): 0.092, atom 7 (C): -0.105, atom 8 (C): -0.445, atom 9 (H): 0.113, atom 10 (H): 0.087, atom 11 (H): 0.085, atom 12 (O): 0.086, atom 13 (C): -0.036, atom 14 (N): 0.103, atom 15 (C): -0.032, atom 16 (H): 0.089